C24H22BrN4O5SZn | ωB97M-V/def2-TZVPD

Summary:
- Charge: -1
- Frontier orbital gap: 7.20 eV
- ΔE to the lowest compared entry with this formula, charge and spin: 0.0 kJ/mol
- E_LUMO: 2.63 eV

```
58
Properties=species:S:1:pos:R:3:forces:R:3:mulliken_charge:R:1
Zn 0.072 0.574 -0.320 0.192 -0.205 -0.174 0.436
C -4.656 3.857 6.076 0.008 0.018 -0.011 -1.431
C -3.888 3.545 4.818 -0.022 0.029 -0.015 1.040
C -2.994 2.486 4.768 0.034 -0.031 -0.028 -0.801
C -2.286 2.198 3.604 -0.076 -0.031 0.059 -0.253
C -2.469 2.980 2.480 -0.093 0.046 0.055 -0.157
C -3.360 4.051 2.512 0.094 -0.058 0.036 -0.728
C -4.061 4.323 3.671 -0.019 0.003 0.050 -0.779
S -1.612 2.610 0.967 0.018 0.038 -0.175 1.319
O -1.147 3.893 0.473 -0.094 0.067 0.073 -0.756
O -2.556 1.897 0.131 0.083 0.047 0.066 -0.603
N -0.449 1.618 1.355 0.184 0.014 -0.216 0.268
C 0.762 2.204 1.942 -0.149 -0.092 -0.021 -0.379
C 2.022 1.418 1.542 -0.059 -0.053 0.033 0.306
O 2.984 1.436 2.309 0.087 -0.010 0.038 -0.778
O 1.982 0.815 0.412 -0.142 0.066 -0.161 -0.676
H -4.406 3.157 6.873 0.007 -0.005 0.001 0.334
H -5.733 3.801 5.906 -0.001 -0.002 -0.014 0.324
H -4.435 4.865 6.432 0.001 0.000 0.000 0.317
H -2.846 1.871 5.649 0.002 -0.005 -0.002 0.285
H -1.601 1.361 3.557 0.017 -0.002 -0.007 0.354
H -3.484 4.662 1.627 0.003 0.005 -0.011 0.436
H -4.754 5.157 3.696 -0.005 0.002 -0.006 0.344
H 0.714 2.224 3.033 0.007 -0.005 0.022 0.330
H 0.920 3.232 1.596 -0.018 0.033 0.008 0.440
C 3.561 -2.147 2.693 -0.009 -0.024 0.018 -1.343
C 2.083 -2.108 2.433 0.013 0.024 -0.003 0.849
C 1.135 -2.332 3.421 0.006 -0.007 0.025 -0.349
C -0.212 -2.175 3.142 -0.001 -0.003 0.030 -0.611
C -0.557 -1.749 1.870 -0.052 0.001 -0.040 0.039
Br -2.379 -1.447 1.460 -0.028 0.028 0.000 -0.118
N 0.316 -1.519 0.910 0.054 -0.046 0.143 -0.122
C 1.605 -1.733 1.186 0.044 0.008 -0.027 -0.457
H 3.790 -2.704 3.602 0.001 -0.010 0.005 0.396
H 3.932 -1.125 2.804 -0.016 0.019 -0.011 0.241
H 4.099 -2.604 1.862 -0.011 -0.008 -0.007 0.353
H 1.449 -2.619 4.419 -0.001 -0.004 -0.001 0.352
H -0.976 -2.348 3.885 -0.002 0.006 0.001 0.421
H 2.299 -1.526 0.382 -0.013 -0.016 0.009 0.370
O -0.926 -0.497 -1.661 -0.004 0.064 0.302 -0.828
C -1.835 0.026 -2.420 0.088 0.048 -0.090 0.546
C -2.994 -0.724 -2.736 -0.024 -0.007 -0.028 -0.492
C -3.987 -0.230 -3.549 -0.016 0.004 0.002 -0.463
C -3.891 1.051 -4.102 0.036 -0.035 0.031 -0.801
C -2.770 1.801 -3.817 -0.015 -0.008 -0.015 -0.657
C -1.737 1.319 -3.009 0.071 0.096 0.024 0.488
C -0.565 2.154 -2.761 -0.094 -0.135 -0.058 0.665
N 0.402 1.921 -1.892 -0.034 0.113 0.079 0.092
C 1.296 2.963 -1.974 -0.055 -0.025 0.039 -0.480
C 0.875 3.841 -2.915 0.007 -0.072 -0.055 -0.706
N -0.297 3.310 -3.418 -0.025 0.122 0.027 -0.037
H -3.070 -1.707 -2.288 -0.001 -0.007 -0.006 0.439
H -4.862 -0.837 -3.752 -0.002 -0.010 0.005 0.359
H -4.681 1.451 -4.724 -0.007 0.004 -0.005 0.386
H -2.708 2.805 -4.226 -0.007 0.002 0.002 0.227
H 2.165 2.991 -1.340 0.001 0.010 0.015 0.477
H 1.282 4.771 -3.268 0.004 0.012 -0.013 0.413
H -0.886 3.728 -4.113 0.032 -0.012 0.003 0.161
```
Positions in Å, forces in eV/Å.